Version i
Here is a 2-piece molecular cluster, C4H10NO2 overall from OMol25. Energies are from ωB97M-V with the def2-TZVPD basis set.

Values from the calculation:
total charge: -1
lowest unoccupied orbital energy: 0.0879 Ha
HOMO-LUMO gap: 6.25 eV

Last column: Mulliken charge in e.
Cartesian coordinates (Å):
O -0.3038 -2.0707 1.2187  -0.697
O 2.0873 1.1494 1.0614  -0.628
N -0.9668 0.3252 -1.1305  -0.503
C -1.6517 1.5468 -0.9133  -0.764
C -0.0788 0.0874 -0.0924  0.384
C 0.1277 -1.5687 0.1129  -0.526
C 1.4358 0.9270 -0.0119  -0.165
H 1.1700 -1.8444 -0.2967  0.127
H 1.0448 1.8879 -0.3932  0.228
H -1.9459 -2.6389 -0.1405  -0.072
H -2.6735 1.4533 -0.4083  0.254
H -0.6169 0.4724 0.8064  0.295
H 2.0056 0.2158 -0.6830  0.190
H -0.3951 -1.8522 -0.8088  0.246
H -1.9823 2.0166 -1.8531  0.275
H -2.1501 -2.4020 -0.8182  0.058
H -1.0439 2.2611 -0.3009  0.298

---

Version ii
Here is an isolated ion of composition C4H10NO2 and charge -1 from OMol25. Energies are from ωB97M-V with the def2-TZVPD basis set.

Values from the calculation:
total charge: -1
lowest unoccupied orbital energy: 0.1609 Ha
HOMO-LUMO gap: 7.45 eV
SMILES string: [O-]CCCNCO

Last column: Mulliken charge in e.
Cartesian coordinates (Å):
O 0.7405 -0.5474 1.5904  -0.872
O 2.0042 -0.1936 -0.9107  -0.618
N -0.3205 0.1963 -1.4703  -0.327
C -1.3324 0.5218 -0.4758  -0.570
C -1.5493 -0.5254 0.6894  -0.600
C -0.5911 -0.4432 1.9035  -0.524
C 1.0634 0.7485 -1.2631  -0.481
H 0.9660 1.5081 -0.5041  0.315
H -1.1373 1.5437 -0.1208  0.305
H -2.3267 0.5368 -0.9337  0.273
H 1.6595 -0.2379 0.1106  0.445
H -0.2928 -0.7839 -1.6733  0.248
H 1.3978 1.1735 -2.2341  0.275
H -1.3041 -1.4775 0.2225  0.249
H -0.9080 0.4969 2.4230  0.244
H -0.8245 -1.3313 2.5398  0.257
H -2.5937 -0.4319 0.9855  0.382

---

Most stable one: version ii, least stable one: version i.

---

Version i
Here is C4H3PS as an isolated structure from OMol25. Energies are from ωB97M-V with the def2-TZVPD basis set.

Values from the calculation:
lowest unoccupied orbital energy: -0.0005 Ha
HOMO-LUMO gap: 8.63 eV

Last column: Mulliken charge in e.
Cartesian coordinates (Å):
S -0.9230 -1.4958 1.0419  -0.125
P 1.0673 0.8543 0.3687  0.166
C -0.0605 0.4380 -1.0234  -0.589
C -0.2479 1.2818 1.6503  -0.163
C 0.3066 -0.8288 -0.1833  -0.315
C -0.6326 0.1153 1.7193  -0.026
H 0.8771 -1.6192 -0.6546  0.432
H -0.9665 0.9859 -0.9889  0.357
H 0.5795 0.2684 -1.9299  0.261

---

Version ii
Here is a 2-piece molecular cluster, C4H3PS overall from OMol25. Energies are from ωB97M-V with the def2-TZVPD basis set.

Values from the calculation:
lowest unoccupied orbital energy (spin up / spin down): -0.0332 / -0.0498 Ha
HOMO-LUMO gap (spin up / spin down): 7.52 / 7.56 eV

Last column: Mulliken charge in e.
Cartesian coordinates (Å):
S -1.2395 -1.2854 0.7678  -0.111
P 0.8044 0.9914 0.6610  0.159
C -0.6916 1.4939 1.6869  -0.216
C 0.1818 0.3249 -1.0052  -0.660
C -1.0286 0.2711 1.5271  0.047
C 0.2519 -0.6909 0.0364  -0.006
H 1.6344 -2.2103 -0.7118  0.144
H 0.7796 0.2910 -1.8523  0.324
H -0.6923 0.8143 -1.1098  0.318

---

Most stable one: version i, least stable one: version ii.